Version w
Density functional theory data (the ωB97M-V functional and the def2-TZVPD basis) for a 11-piece molecular cluster, C33H88O11 overall.

## Properties
HOMO-LUMO gap = 9.45 eV
E_LUMO = 0.37 eV

```
! wB97M-V def2-TZVPD RIJCOSX def2/J DEFGRID3
* xyz 0 1
C 4.58858 7.47325 16.60049
C 5.95890 6.92382 16.21173
C 5.88089 5.46141 16.14437
O 6.13671 7.36421 14.90723
H 4.59631 8.56072 16.52660
H 4.36746 7.19695 17.63144
H 3.74078 7.18830 15.97748
H 6.69060 7.36634 16.88766
H 5.43077 5.07319 17.05803
H 6.87592 5.05642 15.95998
H 5.16611 5.17819 15.37172
H 5.41913 7.03231 14.36268
C 1.24307 2.55267 18.00687
C 1.42332 3.51173 19.13282
C 0.11322 3.97649 19.86225
O 2.34294 2.89861 20.00511
H 0.78586 2.98710 17.11787
H 0.72790 1.64585 18.32370
H 2.14928 2.10981 17.59365
H 1.93828 4.41079 18.79428
H -0.50434 4.42941 19.08663
H 0.24841 4.66048 20.70009
H -0.46977 3.11556 20.18938
H 1.93944 2.15393 20.45705
C -2.61044 2.58196 12.85547
C -4.02220 3.19714 12.76290
C -5.15591 2.28349 13.26804
O -4.18433 4.48981 13.29053
H -2.36487 2.44620 13.90873
H -1.96547 3.32845 12.39194
H -2.51649 1.59964 12.39253
H -4.19547 3.34007 11.69629
H -6.02636 2.46522 12.63765
H -5.36663 2.29942 14.33736
H -5.02865 1.23532 12.99739
H -4.12474 4.39863 14.24433
C 0.84499 0.50681 12.03234
C 1.35906 -0.82284 11.48614
C 1.10782 -1.97665 12.48320
O 0.77165 -1.08983 10.24888
H 1.27986 0.83144 12.97765
H -0.22652 0.44636 12.22291
H 0.96207 1.31386 11.30911
H 2.43136 -0.79012 11.29327
H 1.64852 -1.85538 13.42184
H 1.29633 -2.93593 12.00117
H 0.07380 -2.03219 12.82352
H 0.98216 -0.36319 9.65788
C 5.64194 2.61016 10.57215
C 6.94471 2.85604 11.25669
C 7.24097 4.34239 11.29378
O 6.97198 2.34036 12.57184
H 4.86449 3.06237 11.18792
H 5.46867 1.57167 10.28998
H 5.70991 3.12400 9.61327
H 7.71008 2.37553 10.64724
H 6.98782 4.89168 10.38698
H 8.25701 4.67369 11.50829
H 6.55685 4.80912 12.00246
H 6.45596 1.53500 12.65371
C -2.52507 8.84631 15.69414
C -2.51454 10.22012 14.94470
C -2.41204 11.42893 15.83548
O -1.33821 10.21337 14.14357
H -3.53341 8.64209 16.05421
H -1.82648 8.85605 16.53078
H -2.17285 7.99629 15.10975
H -3.35493 10.35254 14.26329
H -2.34609 12.35919 15.27124
H -1.58292 11.53306 16.53534
H -3.37403 11.51786 16.34022
H -0.69883 10.82702 14.51266
C 3.25460 11.04618 14.38919
C 1.78959 10.52704 14.30834
C 1.66829 9.25920 15.21052
O 0.94617 11.51527 14.87094
H 3.46878 11.79230 13.62400
H 3.96610 10.27904 14.08361
H 3.53257 11.60364 15.28366
H 1.47023 10.20015 13.31877
H 0.63872 8.90417 15.25556
H 1.92961 9.49671 16.24173
H 2.28677 8.44797 14.82647
H 1.12107 11.62278 15.80873
C 2.19654 3.79880 14.12068
C 1.21556 4.92855 14.00084
C 0.51985 5.26877 15.32451
O 1.81561 6.02290 13.40576
H 1.68633 2.88014 14.41024
H 2.95098 3.97628 14.88712
H 2.70241 3.65927 13.16532
H 0.45871 4.59487 13.29096
H 1.29615 5.62091 16.00382
H -0.01859 4.44767 15.79777
H -0.17439 6.10554 15.24739
H 1.13556 6.69605 13.32820
C 4.01768 6.16512 10.64869
C 4.49506 7.17283 11.70349
C 3.46420 8.39565 11.68102
O 4.44491 6.41658 12.89660
H 4.74956 5.39410 10.40791
H 3.68257 6.59687 9.70561
H 3.12756 5.67721 11.04585
H 5.53885 7.46180 11.58060
H 3.50386 8.98284 10.76356
H 3.68366 9.04332 12.52982
H 2.44159 8.04693 11.82511
H 3.51777 6.31067 13.12195
C -3.02088 5.74807 17.20344
C -3.08691 4.21214 17.19599
C -3.57885 3.62270 18.56510
O -3.81791 3.75432 16.08708
H -2.46645 6.13548 16.34868
H -2.60674 6.10646 18.14585
H -4.00424 6.19525 17.05808
H -2.09515 3.81838 16.97360
H -2.82312 3.74942 19.34028
H -3.89718 2.58410 18.65500
H -4.43368 4.25010 18.81756
H -3.62695 2.81521 16.03057
C -0.28411 9.03643 10.80470
C -0.79278 7.89100 11.60431
C -0.49230 6.56720 10.97094
O -0.26327 7.84761 12.91301
H 0.74239 8.86753 10.47932
H -0.22706 9.96528 11.37222
H -0.86501 9.25122 9.90775
H -1.84595 8.08633 11.80625
H -0.85003 6.47612 9.94535
H -0.96889 5.73678 11.49187
H 0.57015 6.32470 10.94845
H -0.40519 8.72644 13.27233
*
```

Atomic partial charges in e from the Mulliken method, atoms 1 to 6: -0.553 0.265 -0.842 -0.609 0.218 0.473

***

Version x
Density functional theory data (the ωB97M-V functional and the def2-TZVPD basis) for a 11-piece molecular cluster, C33H88O11 overall.

## Properties
HOMO-LUMO gap = 9.75 eV
E_LUMO = 0.29 eV

```
! wB97M-V def2-TZVPD RIJCOSX def2/J DEFGRID3
* xyz 0 1
C 17.80376 18.14582 15.57186
C 17.38635 16.68972 15.74539
C 18.50249 15.64561 15.91963
O 16.57312 16.57265 16.92356
H 16.92073 18.77858 15.48771
H 18.51428 18.37892 14.77588
H 18.38353 18.46857 16.44389
H 16.81050 16.33813 14.88055
H 19.38885 16.15874 16.31740
H 18.81108 15.27065 14.94548
H 18.26099 14.89995 16.66790
H 15.80305 17.14087 16.79258
C 12.53650 22.35811 19.95736
C 11.45192 23.28622 19.46942
C 12.01574 24.68394 19.20199
O 10.76223 22.81406 18.32532
H 12.85089 22.61163 20.97154
H 13.44954 22.35404 19.35421
H 12.20088 21.31628 19.96106
H 10.72547 23.44886 20.27594
H 12.79227 24.91340 19.92986
H 11.26661 25.47280 19.28795
H 12.38245 24.71650 18.17350
H 10.16478 22.11122 18.59333
C 16.15354 22.32615 13.62244
C 15.32856 22.12859 12.34958
C 15.67189 23.22266 11.33655
O 15.67732 20.86019 11.78967
H 17.19642 22.56972 13.40347
H 16.18238 21.41362 14.22375
H 15.80355 23.09057 14.32104
H 14.26213 22.13783 12.57904
H 16.70210 23.17257 10.99281
H 15.46845 24.19222 11.80071
H 14.94510 23.15451 10.52262
H 16.09174 20.99808 10.93654
C 21.35598 22.70644 20.80580
C 20.80928 21.99077 22.01684
C 20.90997 20.47658 21.91021
O 21.56300 22.48611 23.13847
H 21.46288 23.78439 20.91889
H 20.76322 22.52398 19.90831
H 22.37090 22.33878 20.62913
H 19.77209 22.26703 22.25500
H 21.88974 20.17696 21.52458
H 20.20389 19.98860 21.23226
H 20.79007 19.96048 22.86753
H 21.27634 22.00070 23.91969
C 19.96695 24.37995 11.53666
C 18.99031 24.24428 12.68410
C 19.46279 23.28294 13.75014
O 18.92231 25.54402 13.28774
H 21.00729 24.50921 11.83871
H 19.72734 25.32671 11.04154
H 19.91589 23.59550 10.78135
H 17.95938 24.00947 12.38772
H 19.60687 22.24723 13.41139
H 18.70275 23.15882 14.52995
H 20.40247 23.59862 14.20214
H 18.15664 25.59166 13.89400
C 14.26754 26.00006 14.10401
C 15.67735 26.41613 13.75272
C 15.95094 27.90702 13.91824
O 16.54648 25.68545 14.66644
H 14.16167 24.95095 13.82041
H 13.54694 26.46077 13.41059
H 13.95521 26.25766 15.11137
H 16.04213 26.07272 12.78409
H 15.69032 28.22494 14.93274
H 15.40000 28.57453 13.25541
H 17.02143 28.10777 13.84129
H 16.32641 25.97618 15.57747
C 15.13986 18.97405 24.01165
C 15.91971 19.60327 22.85948
C 14.99831 20.26944 21.84338
O 16.83387 20.58708 23.35052
H 14.58060 19.73286 24.56417
H 15.76653 18.47210 24.75092
H 14.43108 18.24967 23.60637
H 16.42875 18.78396 22.34031
H 14.32159 19.52927 21.42055
H 15.68402 20.62069 21.07048
H 14.43128 21.08752 22.28503
H 17.66593 20.14774 23.55182
C 16.80747 28.96824 17.82590
C 16.04706 27.70075 18.18750
C 14.53146 27.86206 18.08607
O 16.42792 26.66494 17.28302
H 17.82678 28.91580 18.22570
H 16.37357 29.88549 18.22652
H 16.98152 29.04314 16.75255
H 16.27910 27.42170 19.21643
H 14.04666 26.88891 18.11923
H 14.21200 28.41585 17.20254
H 14.23990 28.45326 18.95874
H 17.26935 26.25746 17.55953
C 17.23841 22.51127 16.96905
C 17.27546 22.14050 18.43708
C 17.74175 20.72694 18.75089
O 18.16957 23.08458 19.04274
H 16.91622 23.54731 16.82221
H 16.50214 21.92213 16.42443
H 18.23525 22.48212 16.52449
H 16.29042 22.17447 18.92085
H 17.21321 19.99424 18.13924
H 17.55279 20.52420 19.80801
H 18.82011 20.63736 18.59561
H 17.99203 23.04841 19.99643
C 19.94760 27.01645 16.72943
C 19.60142 25.61315 17.19692
C 20.77728 24.69986 17.51238
O 18.87698 25.69362 18.47783
H 20.03727 27.69272 17.57514
H 19.16759 27.37431 16.05643
H 20.84610 26.93061 16.12028
H 18.88457 25.06168 16.58070
H 21.54859 24.60583 16.73843
H 20.47610 23.64953 17.59075
H 21.25100 24.95039 18.46095
H 18.69243 24.75020 18.67465
C 17.07954 24.51120 23.57761
C 16.23823 24.19854 22.35882
C 16.12095 25.29280 21.31262
O 16.82756 23.08204 21.65476
H 18.14005 24.55178 23.34344
H 16.81898 23.81486 24.37750
H 16.78354 25.47927 23.99884
H 15.23047 23.87496 22.64666
H 15.61186 26.18458 21.68107
H 15.58288 24.85673 20.46980
H 17.10374 25.62567 20.96871
H 16.77277 22.30846 22.23668
*
```

Atomic partial charges in e from the Mulliken method, atoms 1 to 6: -1.056 0.581 -1.263 -0.584 0.217 0.452

***

Energy above the most stable structure, in eV: version w 1.345; version x 0.000

***

Version w
Density functional theory data (the ωB97M-V functional and the def2-TZVPD basis) for a 3-piece molecular cluster, C7H14O3 overall.

## Properties
HOMO-LUMO gap = 8.29 eV
E_LUMO = -0.35 eV

```
! wB97M-V def2-TZVPD RIJCOSX def2/J DEFGRID3
* xyz 0 1
C 1.53219 -0.72745 -0.91050
C 2.46257 -0.20524 -1.95495
C -0.25493 0.89331 -0.77020
C -0.63906 0.75957 -2.04479
O 0.86676 -1.77660 -1.09443
H -0.23503 -1.85211 -0.37417
H 1.75525 -0.41195 0.11583
H 0.43617 1.68030 -0.49449
H 2.59021 0.87084 -1.85332
H 2.10620 -0.44966 -2.95304
H 3.44390 -0.66226 -1.79901
H -0.24364 1.35131 -2.85811
H -1.31890 -0.03579 -2.32118
C -0.41097 0.56617 1.78666
C -1.28305 0.20744 2.98440
C -1.16805 0.38110 0.47127
O -1.15143 -1.57088 0.32846
O -2.34899 0.70812 0.37950
H -2.02195 -1.63998 -0.09390
H -0.10122 1.61388 1.84727
H 0.49246 -0.04756 1.77846
H -2.17745 0.82818 2.99076
H -1.59280 -0.83511 2.92240
H -0.73824 0.35438 3.91708
*
```

Atomic partial charges in e from the Mulliken method, atoms 1 to 6: 0.566 -1.229 -0.498 -0.648 -0.567 0.424

***

Version x
Density functional theory data (the ωB97M-V functional and the def2-TZVPD basis) for a 3-piece molecular cluster, C7H14O3 overall.

## Properties
HOMO-LUMO gap = 9.70 eV
E_LUMO = 0.61 eV

```
! wB97M-V def2-TZVPD RIJCOSX def2/J DEFGRID3
* xyz 0 1
O -0.64658 -2.28260 1.45719
C -1.21505 -1.41035 0.86442
C -1.20631 -1.35006 -0.68473
C -1.63853 0.03748 -1.33418
C -0.57015 1.14258 -1.41110
C -0.45817 1.84198 -2.53737
C 0.63104 2.53310 0.19479
C 0.21924 1.31712 -0.17979
H -1.70611 -0.71728 1.49013
H -0.20755 -1.41996 -1.10633
H -1.77857 -2.12286 -1.12054
H -2.60746 0.34871 -0.86776
H -2.00999 -0.19410 -2.34539
H -1.29389 1.58204 -3.23683
H 0.20789 2.63582 -2.88908
H 1.17708 2.61349 1.07029
H 0.50505 3.40728 -0.42707
H 0.45973 0.48113 0.42673
H 2.04525 -0.06137 2.95750
H 0.50047 -0.58884 2.82065
O 1.07632 0.08015 2.48364
H 2.93036 -0.52143 -0.08988
H 1.87620 -1.39479 0.38305
O 2.73640 -1.38742 0.24195
*
```

Atomic partial charges in e from the Mulliken method, atoms 1 to 6: -0.488 -0.194 -0.727 -0.852 0.766 -1.045

***

Energy above the most stable structure, in eV: version w 0.234; version x 0.000